The following is a DFT calculation (the ωB97M-V functional and the def2-TZVPD basis) of C17H16IN5PdTe as an isolated structure in a non-equilibrium geometry.

```
! wB97M-V def2-TZVPD RIJCOSX def2/J DEFGRID3
* xyz -2 1
Pd -1.124 0.309 -1.562
N -2.620 3.478 0.340
C -2.058 4.353 -0.551
C -1.390 3.558 -1.453
N -1.533 2.233 -1.132
C -2.276 2.214 -0.052
C -2.626 0.992 0.561
N -2.216 -0.149 0.062
C -2.729 -1.114 0.890
C -3.462 -0.546 1.905
N -3.387 0.803 1.681
H -3.184 3.726 1.138
H -2.177 5.424 -0.469
H -0.813 3.866 -2.316
H -2.542 -2.165 0.708
H -4.009 -0.968 2.736
H -3.816 1.522 2.243
I 1.783 -4.774 -0.429
C 0.391 -3.707 -1.526
C -0.320 -4.315 -2.556
C -1.249 -3.565 -3.273
C -1.429 -2.233 -2.930
N -0.753 -1.617 -1.936
C 0.144 -2.369 -1.254
H -0.164 -5.360 -2.808
H -1.820 -4.008 -4.082
H -2.142 -1.609 -3.461
H 0.668 -1.840 -0.464
Te 1.100 0.440 -0.030
C 2.841 0.534 1.166
C 2.778 0.193 2.522
C 3.930 0.256 3.312
C 5.144 0.659 2.749
C 5.207 1.000 1.394
C 4.056 0.937 0.602
H 1.840 -0.118 2.961
H 3.882 -0.008 4.360
H 6.035 0.708 3.361
H 6.147 1.312 0.959
H 4.109 1.201 -0.445
H -0.215 0.748 -2.919
*
```

Its HOMO energy (spin up / spin down) is 2.56 / 2.32 eV. As for the molecular weight: 651.27 g/mol.

The following is a DFT calculation (the ωB97M-V functional and the def2-TZVPD basis) of one molecule with the formula C17H16N2O2 in a non-equilibrium geometry.

```
! wB97M-V def2-TZVPD RIJCOSX def2/J DEFGRID3
* xyz 0 1
C -6.600 1.572 3.781
N -5.436 0.888 4.316
C -4.299 0.672 3.608
C -3.369 -0.025 4.396
C -2.210 -0.683 3.749
C -1.788 -0.195 2.346
N -0.289 -0.242 2.129
O 0.286 0.842 2.396
O 0.262 -1.324 1.839
C -1.175 -1.037 4.875
C -0.941 -0.429 6.136
C -0.097 -1.023 7.116
C 0.569 -2.230 6.872
C 0.420 -2.773 5.591
C -0.401 -2.176 4.615
C -4.031 -0.295 5.686
C -3.862 -1.120 6.788
C -4.787 -1.094 7.838
C -5.983 -0.377 7.764
C -6.280 0.332 6.591
C -5.295 0.349 5.603
H -7.328 1.635 4.609
H -6.284 2.578 3.424
H -7.025 1.004 2.924
H -4.115 0.971 2.569
H -2.503 -1.533 3.151
H -1.889 -0.650 1.348
H -2.196 0.776 2.206
H -1.500 0.453 6.453
H 0.025 -0.555 8.108
H 1.239 -2.663 7.613
H 0.947 -3.690 5.355
H -0.512 -2.684 3.662
H -2.996 -1.808 6.837
H -4.584 -1.656 8.774
H -6.708 -0.369 8.592
H -7.212 0.864 6.445
*
```

The SMILES is Cn1cc([C@@H](C[N+](=O)[O-])c2ccccc2)c2ccccc21. Its HOMO energy is -7.86 eV. The value obtained for the energy above the lowest of the compared OMol25 structures with the same formula, charge and spin is 634.9 kJ/mol. As for the molecular weight: 280.33 g/mol.

The following is a DFT calculation (the ωB97M-V functional and the def2-TZVPD basis) of a 2-piece molecular cluster, C17H16N3 overall in a non-equilibrium geometry.

```
! wB97M-V def2-TZVPD RIJCOSX def2/J DEFGRID3
* xyz 1 1
C 2.914 1.265 1.395
N 1.663 0.522 1.567
C 1.701 -0.841 1.337
C 2.884 -1.471 0.925
C 2.905 -2.835 0.647
C 1.732 -3.605 0.776
C 0.554 -3.016 1.207
C 0.506 -1.627 1.503
C -0.654 -0.992 1.939
C -0.713 0.395 2.068
C 0.490 1.173 1.895
C 0.421 2.569 2.047
C -0.785 3.199 2.341
C -1.966 2.446 2.479
C -1.929 1.067 2.353
H 2.780 2.320 1.622
H 3.689 0.875 2.068
H 3.275 1.184 0.360
H 3.796 -0.887 0.811
H 3.836 -3.301 0.325
H 1.756 -4.668 0.537
H -0.365 -3.596 1.317
H -1.549 -1.577 2.102
H 1.306 3.191 1.931
H -0.802 4.282 2.454
H -2.908 2.951 2.684
H -2.831 0.461 2.457
N -1.932 -2.345 3.860
C -3.035 -3.062 4.003
N -3.143 -3.507 5.298
C -2.037 -3.038 6.001
C -1.295 -2.318 5.088
H -3.780 -3.301 3.256
H -3.902 -4.076 5.661
H -1.865 -3.237 7.045
H -0.364 -1.797 5.243
*
```

Its HOMO energy is -11.69 eV. The value obtained for the energy above the lowest of the compared OMol25 structures with the same formula, charge and spin is 3.8 kJ/mol. As for the molecular weight: 262.34 g/mol.

The following is a DFT calculation (the ωB97M-V functional and the def2-TZVPD basis) of a 2-piece molecular cluster, C17H16N3O2S overall in a non-equilibrium geometry.

```
! wB97M-V def2-TZVPD RIJCOSX def2/J DEFGRID3
* xyz 1 1
C 1.605 0.879 0.474
C 0.134 0.659 0.082
N -0.287 -0.728 0.076
C 0.266 -1.482 -0.692
S 0.965 -2.405 -1.709
C -0.600 1.510 1.074
N -1.018 2.600 0.582
C -0.749 2.810 -0.856
C 0.343 3.790 -1.175
C 0.693 4.044 -2.501
C 1.719 4.948 -2.735
N 2.418 5.590 -1.802
C 2.074 5.357 -0.540
C 1.060 4.469 -0.199
C -0.280 1.376 -1.237
H 1.848 1.929 0.350
H 1.714 0.644 1.529
H 2.267 0.266 -0.126
H -0.716 1.175 2.096
H -1.519 3.245 1.183
H -1.705 3.028 -1.319
H 0.170 3.568 -3.314
H 1.981 5.156 -3.762
H 2.603 5.871 0.246
H 0.842 4.309 0.849
H -1.046 0.824 -1.771
H 0.589 1.394 -1.884
C -2.111 -6.570 1.365
C -1.408 -6.366 2.477
C -0.523 -5.184 2.624
O 0.120 -4.991 3.632
C -0.452 -4.237 1.481
C -1.154 -4.440 0.371
C -2.041 -5.623 0.224
O -2.679 -5.800 -0.789
H -2.761 -7.425 1.238
H -1.445 -7.043 3.321
H 0.201 -3.382 1.611
H -1.117 -3.763 -0.471
*
```

Its HOMO energy is -12.12 eV. As for the molecular weight: 326.40 g/mol.

The following is a DFT calculation (the ωB97M-V functional and the def2-TZVPD basis) of C17H16N4O2PtSe3 as an isolated structure in a non-equilibrium geometry.

```
! wB97M-V def2-TZVPD RIJCOSX def2/J DEFGRID3
* xyz 2 1
Pt -0.039 0.313 -0.306
O 2.842 2.789 -4.416
C 2.086 3.625 -3.572
C 1.372 2.700 -2.554
C 0.689 1.538 -3.324
O 1.551 0.465 -3.545
C 0.321 3.520 -1.803
Se -0.570 2.680 -0.259
C 2.483 2.154 -1.638
Se 2.361 0.284 -1.086
H 3.336 3.318 -5.053
H 1.356 4.212 -4.144
H 2.730 4.326 -3.026
H 0.274 1.902 -4.270
H -0.135 1.132 -2.699
H 2.243 0.747 -4.168
H -0.478 3.820 -2.485
H 0.767 4.434 -1.402
H 2.567 2.775 -0.744
H 3.430 2.203 -2.181
Se -3.076 -5.248 4.257
N -2.207 -3.761 4.567
C -1.855 -3.208 3.421
C -1.114 -1.990 3.292
C -0.670 -1.242 4.388
C 0.085 -0.106 4.177
C 0.357 0.276 2.864
N -0.084 -0.411 1.829
C -0.806 -1.529 1.991
C -1.249 -2.248 0.816
N -0.974 -1.732 -0.398
C -1.327 -2.393 -1.488
C -2.013 -3.605 -1.448
C -2.347 -4.137 -0.222
C -1.956 -3.462 0.942
C -2.258 -3.944 2.260
N -2.915 -5.054 2.529
H -0.935 -1.576 5.380
H 0.459 0.484 4.999
H 0.951 1.158 2.655
H -1.054 -1.949 -2.437
H -2.287 -4.101 -2.365
H -2.901 -5.057 -0.123
*
```

Its HOMO energy (spin up / spin down) is -14.45 / -14.41 eV. As for the molecular weight: 740.30 g/mol.

The following is a DFT calculation (the ωB97M-V functional and the def2-TZVPD basis) of one molecule with the formula C17H16N4O3S in a non-equilibrium geometry.

```
! wB97M-V def2-TZVPD RIJCOSX def2/J DEFGRID3
* xyz 0 1
C -6.292 -2.158 0.119
O -4.898 -2.026 -0.019
C -4.356 -0.762 0.049
C -5.061 0.411 0.236
C -4.384 1.627 0.286
C -3.019 1.673 0.148
C -2.284 0.496 -0.043
C -0.847 0.517 -0.184
N -0.233 1.636 -0.163
N 1.097 1.744 -0.305
C 2.036 0.993 -0.986
C 1.773 -0.251 -1.770
O 1.499 -1.383 -0.978
C 2.514 -1.985 -0.276
C 2.134 -3.108 0.456
C 3.071 -3.802 1.193
C 4.394 -3.387 1.210
C 4.765 -2.270 0.486
C 3.835 -1.561 -0.259
N 3.199 1.565 -0.945
N 3.043 2.688 -0.217
C 1.757 2.864 0.188
S 1.152 4.093 1.073
C -2.957 -0.730 -0.092
O -2.275 -1.885 -0.277
H -6.496 -3.225 0.037
H -6.824 -1.625 -0.675
H -6.632 -1.797 1.094
H -6.134 0.398 0.346
H -4.947 2.535 0.435
H -2.477 2.603 0.190
H -0.360 -0.451 -0.288
H 0.875 -0.113 -2.382
H 2.635 -0.423 -2.426
H 1.100 -3.413 0.429
H 2.769 -4.671 1.758
H 5.127 -3.930 1.786
H 5.792 -1.935 0.496
H 4.148 -0.683 -0.802
H 3.810 3.318 -0.051
H -2.914 -2.611 -0.276
*
```

The SMILES is COc1cccc(/C=N/n2c(COc3ccccc3)n[nH]c2=S)c1O. Its HOMO energy is -7.77 eV. The value obtained for the energy above the lowest of the compared OMol25 structures with the same formula, charge and spin is 399.5 kJ/mol. As for the molecular weight: 356.41 g/mol.